(1)
{"formula": "C5H14O3", "method": "ωB97M-V/def2-TZVPD", "e_lumo_ha": 0.025, "smiles": "CC/C=C/CO.O.O", "total_charge": 0, "e_tot_ev": -11553.2580, "fmax_ev_per_a": 2.46, "gap_ev": 10.631, "symbols": ["C", "C", "C", "C", "C", "O", "H", "H", "H", "H", "H", "H", "H", "H", "H", "H", "O", "H", "H", "O", "H", "H"], "positions_angstrom": [[-2.117118, 1.789053, 0.520308], [-1.475878, 1.411313, 1.867428], [-0.552037, 0.233821, 1.851768], [-0.415021, -0.618016, 0.843685], [0.484617, -1.831514, 1.028079], [1.816756, -1.408038, 0.659715], [-3.069592, 1.282560, 0.399744], [-1.457625, 1.601002, -0.325305], [-2.203345, 2.873883, 0.547638], [-2.222563, 1.264817, 2.655119], [-0.940667, 2.279174, 2.269311], [-0.016726, 0.097567, 2.789000], [-1.022902, -0.580194, -0.050084], [0.200431, -2.607767, 0.328122], [0.517594, -2.098821, 2.078859], [2.031809, -0.556248, 1.053788], [0.484340, 1.020013, -3.675360], [-0.095130, 0.973629, -2.910982], [0.980231, 0.195305, -3.573534], [1.488505, -0.773733, -1.927743], [0.743021, -1.293132, -1.647649], [2.068486, -0.519363, -1.202549]], "atomic_forces_ev_per_a": [[0.504, 0.339, 0.803], [0.323, 0.384, -0.072], [-0.678, 0.419, -0.136], [-0.207, -1.182, 1.009], [0.587, 2.357, -0.414], [0.603, -0.755, -0.094], [-0.094, 0.164, -0.291], [0.003, -0.294, 0.031], [-0.674, -0.007, -0.215], [-0.208, -0.240, -0.217], [0.255, -0.051, -0.206], [0.156, -0.290, -0.104], [0.090, 0.342, -0.105], [0.136, -0.461, 0.305], [-0.300, -0.613, 0.005], [-0.405, -0.097, 0.305], [-0.204, -0.079, -0.328], [-0.023, 0.193, 0.046], [0.148, 0.267, 0.076], [0.500, 0.471, -1.389], [0.124, -0.221, 0.758], [-0.637, -0.648, 0.232]]}

=====

(2)
{"formula": "C6H10", "method": "ωB97M-V/def2-TZVPD", "e_lumo_ha": 0.039, "total_charge": 0, "e_tot_ev": -6378.3273, "fmax_ev_per_a": 0.47, "gap_ev": 8.441, "symbols": ["C", "C", "C", "C", "C", "C", "H", "H", "H", "H", "H", "H", "H", "H", "H", "H"], "positions_angstrom": [[-0.525146, 0.780509, -1.616263], [0.076803, 0.963034, 0.201127], [-0.959852, -0.452929, -0.359977], [-0.651103, -0.073537, 1.042642], [0.655595, -0.700964, 1.521570], [1.372010, 0.123818, 0.424031], [-1.220648, 1.616738, -1.657228], [-0.815103, 0.052099, -2.393500], [0.465138, 1.129002, -1.912806], [-2.021506, -0.402016, -0.583364], [-0.476794, -1.358057, -0.724050], [-1.493256, 0.171025, 1.692676], [0.926282, -0.368386, 2.527341], [0.732766, -1.794685, 1.478531], [1.756611, -0.455807, -0.423667], [2.178205, 0.770157, 0.782935]], "atomic_forces_ev_per_a": [[-0.057, 0.091, -0.455], [0.192, 0.108, 0.236], [-0.210, -0.286, 0.024], [-0.164, -0.003, 0.071], [0.027, -0.096, 0.106], [0.202, 0.044, -0.066], [0.084, -0.168, 0.030], [0.036, 0.113, 0.081], [-0.139, -0.095, 0.120], [0.151, 0.017, 0.025], [-0.020, 0.189, 0.040], [0.148, -0.047, -0.147], [-0.034, -0.049, -0.160], [-0.034, 0.168, 0.025], [-0.120, 0.122, 0.118], [-0.061, -0.108, -0.046]]}

=====

(3)
{"formula": "C9H10NO2", "method": "ωB97M-V/def2-TZVPD", "e_lumo_ha": [-0.241, -0.250], "total_charge": 1, "e_tot_ev": -15070.8899, "fmax_ev_per_a": 3.49, "gap_ev": [6.198, 6.061], "symbols": ["C", "C", "C", "C", "C", "C", "C", "C", "C", "N", "O", "O", "H", "H", "H", "H", "H", "H", "H", "H", "H", "H"], "positions_angstrom": [[1.190282, 1.569960, -0.150242], [2.298993, 0.720725, 0.022872], [0.914119, -1.167193, -0.249119], [-0.275393, -0.372361, -0.077487], [-0.070602, 1.040830, -0.067895], [2.220182, -0.659208, -0.159665], [-1.451728, -1.011411, 0.027859], [-3.004586, -0.427308, -0.250018], [-1.176193, 1.941147, 0.300914], [3.290006, -1.457647, -0.331256], [-3.394759, 0.496831, -0.859915], [-3.906822, -1.238853, 0.325877], [1.300519, 2.592735, 0.112787], [3.273785, 1.239072, 0.256984], [0.764869, -2.294771, -0.332418], [-1.507546, -2.074062, 0.320749], [-1.864554, 2.136626, -0.516700], [-1.835826, 1.422462, 1.038866], [-0.684971, 2.995623, 0.641224], [4.240957, -1.132866, -0.580703], [3.202526, -2.404561, -0.388719], [-3.523252, -1.915780, 0.916000]], "atomic_forces_ev_per_a": [[0.891, -1.585, 1.366], [0.938, 2.404, -0.458], [0.228, -2.161, 0.889], [1.816, -0.688, -0.664], [-1.032, 1.188, -0.095], [-1.451, -1.050, -0.912], [-3.349, 0.390, -0.246], [1.024, -1.873, 1.583], [0.372, 2.226, 1.082], [2.114, 2.771, 0.083], [0.871, 0.763, -0.866], [0.488, -0.557, 0.516], [0.230, 0.789, -0.329], [-1.002, -0.894, -0.319], [0.321, 1.655, 0.001], [0.390, 0.453, -0.663], [0.172, 0.145, -0.350], [0.740, 1.036, -0.082], [-1.687, -2.597, -0.448], [-1.289, 0.081, 0.469], [-0.578, -2.848, -0.153], [-0.206, 0.352, -0.403]]}